No. 1
A structure of composition C31H50LuO2P2 in a non-equilibrium geometry, computed with ωB97M-V with the def2-TZVPD basis set.

CARTESIAN COORDINATES (ANGSTROEM)
Lu (-0.32175, 0.08194, 0.31248)
C (-2.14646, 1.72971, 0.19234)
C (-2.45190, 0.80075, -0.84815)
C (-2.53902, -0.33874, 1.17064)
C (-2.24131, 1.03865, 1.44904)
C (-2.66513, -0.48380, -0.25267)
C (-1.98852, 3.19874, 0.02707)
H (-1.58392, 3.46146, -0.96237)
H (-1.31939, 3.62936, 0.78581)
H (-2.95714, 3.71451, 0.12305)
C (-2.15408, 1.67056, 2.79108)
H (-2.05764, 2.76113, 2.72960)
H (-1.28764, 1.29705, 3.35129)
H (-3.04131, 1.45449, 3.40320)
C (-2.75725, -1.42886, 2.15671)
H (-3.82352, -1.60032, 2.36944)
H (-2.27187, -1.21447, 3.11766)
H (-2.35136, -2.38632, 1.79175)
C (-3.17517, -1.68654, -0.96176)
H (-4.27623, -1.70515, -0.98578)
H (-2.85480, -2.61802, -0.47871)
H (-2.83361, -1.71673, -2.00387)
C (-2.77406, 1.17042, -2.24819)
H (-3.76760, 1.63798, -2.33624)
H (-2.77649, 0.29819, -2.90683)
H (-2.04789, 1.88135, -2.65092)
C (1.39432, 0.58966, -3.16140)
C (0.36091, 1.43135, -3.32795)
C (-0.28537, 1.67638, -4.66303)
C (-1.17527, 0.55380, -5.28952)
C (-1.26626, -0.76260, -4.56452)
C (-0.21519, -1.57576, -4.40464)
C (1.13436, -1.27450, -4.99278)
C (2.00068, -0.17677, -4.30159)
H (0.48364, 1.94261, -5.40771)
H (-0.83508, 0.40767, -6.33073)
H (-0.91601, 2.57719, -4.56170)
H (2.32856, 0.52517, -5.09009)
H (1.93535, 0.51133, -2.20955)
H (0.02753, 2.09020, -2.51517)
H (2.92136, -0.65556, -3.93308)
H (1.71801, -2.21197, -4.97360)
H (-0.31014, -2.53773, -3.89718)
H (1.04313, -1.00607, -6.06040)
H (-2.20050, 0.95291, -5.37623)
H (-2.26997, -1.06943, -4.25014)
P (1.65439, 2.15318, 0.48495)
C (1.48304, 3.00221, 2.11035)
H (2.37097, 3.62911, 2.26471)
H (1.42375, 2.25984, 2.92119)
H (0.58258, 3.63208, 2.12672)
C (3.38633, 1.59372, 0.63646)
H (3.98151, 2.41615, 1.05086)
H (3.76352, 1.33188, -0.35854)
H (3.44254, 0.72245, 1.30206)
C (1.91493, 3.60076, -0.61341)
H (2.31243, 3.25380, -1.57877)
H (2.63845, 4.28072, -0.13827)
H (0.96343, 4.12830, -0.77729)
P (0.83093, -2.49063, -0.18749)
C (-0.20314, -3.72711, -1.06823)
H (0.44257, -4.54355, -1.41895)
H (-0.68053, -3.23934, -1.93128)
H (-0.97691, -4.12921, -0.40385)
C (2.33751, -2.67336, -1.21547)
H (2.06513, -2.64348, -2.27893)
H (2.79209, -3.64750, -0.98071)
H (3.04402, -1.86855, -0.98762)
C (1.32156, -3.44123, 1.30076)
H (1.62585, -4.45108, 1.01077)
H (0.47354, -3.50140, 1.99775)
H (2.15686, -2.93360, 1.80269)
O (2.54300, -0.68053, 2.65224)
C (1.38497, -0.51728, 3.04671)
O (0.35462, -0.26049, 2.24696)
C (1.07633, -0.61773, 4.49954)
C (-0.22219, -0.53637, 5.02628)
C (-0.43186, -0.60414, 6.40400)
C (0.66162, -0.77467, 7.27205)
C (1.95906, -0.88075, 6.75368)
C (2.16380, -0.79951, 5.37507)
H (-1.05437, -0.42143, 4.33285)
H (-1.45190, -0.52787, 6.78720)
H (0.48517, -0.82480, 8.34871)
H (2.81873, -1.02869, 7.41399)
H (3.15663, -0.87514, 4.94569)

molecular weight	691.65	u
charge	+1
Kohn-Sham gap	0.314	hartree
LUMO level	-2.445	eV

Atom charges from the Löwdin analysis, given in e for atoms 1 to 2: Lu 1.470; C -0.330

No. 2
A cluster of 9 separate species, C31H50N4O5 in total in a non-equilibrium geometry, computed with ωB97M-V with the def2-TZVPD basis set.

CARTESIAN COORDINATES (ANGSTROEM)
C (1.80837, 0.39381, -5.19299)
C (1.69043, 1.85055, -4.91263)
O (0.87246, 2.54096, -5.50975)
C (2.69564, 2.42405, -3.93503)
H (2.80701, 0.22160, -5.59445)
H (1.10117, 0.07961, -5.96061)
H (1.61284, -0.17438, -4.28358)
H (3.67531, 2.01401, -4.18042)
H (2.34838, 2.25620, -2.91556)
H (2.70119, 3.48390, -4.18959)
C (0.21820, 5.13645, -0.30788)
C (0.90932, 3.76243, -0.20143)
O (0.79663, 2.94272, -1.06371)
C (1.74963, 3.45214, 1.01091)
H (-0.45951, 5.28185, 0.53334)
H (-0.40711, 5.13219, -1.20067)
H (0.87519, 6.00609, -0.32198)
H (2.12341, 2.44057, 0.85239)
H (1.18935, 3.49900, 1.94472)
H (2.55619, 4.18022, 0.92451)
C (-0.20966, 0.28995, 1.12758)
C (-0.41474, 0.10328, -0.37146)
O (-1.52039, 0.20385, -0.91111)
C (0.75120, -0.26060, -1.17279)
H (0.16620, 1.26181, 1.44744)
H (0.36058, -0.50745, 1.60411)
H (-1.25440, 0.27476, 1.43803)
H (1.67598, 0.04321, -0.68230)
H (0.68524, 0.15479, -2.17838)
H (0.70167, -1.34751, -1.10728)
C (-1.74150, -3.10471, 0.98069)
C (-1.73066, -4.59221, 0.79376)
O (-1.93327, -5.13667, -0.30419)
C (-1.52345, -5.35144, 2.04176)
H (-0.80783, -2.74877, 1.41621)
H (-2.62261, -2.82514, 1.55825)
H (-1.76897, -2.71151, -0.03555)
H (-2.37561, -5.23228, 2.71090)
H (-0.67025, -5.02840, 2.63825)
H (-1.44697, -6.43248, 1.92519)
C (3.26418, -0.84223, 2.07102)
C (3.04791, -2.29604, 2.07301)
O (2.27870, -2.87554, 1.29042)
C (3.61148, -3.06252, 3.19532)
H (2.78920, -0.44048, 1.17598)
H (4.29682, -0.49550, 2.03182)
H (2.68076, -0.35815, 2.85422)
H (3.16965, -2.69236, 4.12045)
H (4.69346, -2.93124, 3.20966)
H (3.31826, -4.11060, 3.13488)
N (-3.61595, 4.17910, 1.38262)
C (-4.93160, 3.79157, 1.37573)
C (-5.00612, 2.50321, 0.96351)
C (-3.70848, 2.02468, 0.70546)
C (-2.86224, 3.06330, 0.87788)
H (-3.32553, 5.12737, 1.57376)
H (-5.72443, 4.51057, 1.52016)
H (-5.90786, 1.92563, 0.82327)
H (-3.45429, 1.06695, 0.27587)
H (-1.79043, 3.11744, 0.75664)
N (0.11917, 0.06890, 5.14138)
C (-0.14721, -0.98301, 4.28375)
C (-1.49935, -1.00071, 4.02139)
C (-2.09328, 0.06198, 4.75701)
C (-1.07242, 0.69993, 5.50187)
H (1.03097, 0.36094, 5.46301)
H (0.66518, -1.64087, 4.01238)
H (-2.08716, -1.69145, 3.43508)
H (-3.12844, 0.35382, 4.65865)
H (-1.08833, 1.50625, 6.22021)
N (5.55031, -0.67084, -3.98460)
C (5.50382, 0.33016, -3.06616)
C (4.56061, -0.04319, -2.08198)
C (4.00627, -1.30054, -2.43691)
C (4.69775, -1.70475, -3.56951)
H (6.02751, -0.70332, -4.87417)
H (6.04967, 1.23405, -3.29292)
H (4.16489, 0.54909, -1.27020)
H (3.14976, -1.81310, -2.02453)
H (4.54487, -2.54927, -4.22512)
N (-3.73373, -1.26827, -1.54442)
C (-3.84743, -2.37673, -2.23086)
C (-5.14970, -2.49997, -2.69466)
C (-5.89293, -1.40225, -2.24192)
C (-4.99780, -0.61994, -1.54739)
H (-2.86621, -0.86534, -1.22014)
H (-2.95299, -2.97092, -2.34623)
H (-5.46076, -3.35712, -3.27339)
H (-6.95792, -1.23625, -2.30999)
H (-5.10304, 0.35085, -1.08598)

molecular weight	558.76	u
2S+1	2
charge	+1
Kohn-Sham gap (spin up / spin down)	0.288 / 0.127	hartree
LUMO level (spin up / spin down)	-2.175 / -6.556	eV

Atom charges from the Löwdin analysis, given in e for atoms 1 to 2: C -0.024; C -0.494

no.,E (a.u.)
1,-3279.8424
2,-1806.0903